Entry 1:
Formula: H4NO2PS
Source: the Open Molecules 2025 dataset
Level of theory: the ωB97M-V functional and the def2-TZVPD basis

Properties
Orbital gap: 8.76 eV
HOMO level: -8.2 eV
Net charge: 0
Energy relative to the best compared isomer or geometry (same formula, charge and spin): 73.1 kcal per mole
Spin multiplicity: 1

Geometry as XYZ:
```
9
Properties=species:S:1:pos:R:3:lowdin_charge:R:1
N 1.076 -0.374 1.215 -0.598
O -0.821 -1.903 -0.148 -0.373
O -1.357 0.565 -0.260 -0.335
P -1.149 -0.682 0.791 0.850
S 1.783 -0.503 -0.352 0.535
H 1.521 0.473 1.539 -0.064
H -0.318 -1.972 -1.011 0.075
H -1.365 1.327 0.346 0.041
H 2.250 -1.809 -0.182 -0.131
```

***

Entry 2:
Formula: C50H54I2O4P2PbS2SeSi2
Source: the Open Molecules 2025 dataset
Level of theory: the ωB97M-V functional and the def2-TZVPD basis

Properties
Orbital gap (spin up / spin down): 5.33 / 6.27 eV
HOMO level (spin up / spin down): -7.5 / -7.6 eV
Net charge: 0
Energy relative to the best compared isomer or geometry (same formula, charge and spin): 10.9 kcal per mole
Spin multiplicity: 1

Geometry as XYZ:
```
118
Properties=species:S:1:pos:R:3:lowdin_charge:R:1
Pb 0.108 0.686 -0.309 0.862
O -3.414 -1.567 -2.105 -0.473
S -2.493 -1.600 -0.937 0.868
C -3.542 -1.640 0.525 -0.381
C -4.843 -2.095 0.350 -0.085
C -5.703 -2.146 1.430 -0.052
C -5.263 -1.722 2.679 -0.051
C -3.987 -1.210 2.830 -0.066
C -3.101 -1.143 1.752 -0.342
P -1.467 -0.287 1.995 1.035
C -2.008 1.096 3.059 -0.373
C -2.344 2.294 2.435 -0.102
C -2.695 3.403 3.185 -0.068
C -2.700 3.330 4.569 -0.067
C -2.361 2.140 5.198 -0.063
C -2.014 1.026 4.448 -0.095
C -0.641 -1.477 3.124 -0.359
C -1.023 -2.822 3.135 -0.092
C -0.366 -3.734 3.947 -0.077
C 0.694 -3.328 4.743 -0.090
C 1.101 -2.000 4.717 -0.066
C 0.443 -1.081 3.912 -0.101
C -1.869 -3.300 -0.942 -0.345
C -2.775 -4.356 -0.915 -0.060
C -2.351 -5.633 -1.216 -0.056
C -1.027 -5.860 -1.576 -0.052
C -0.126 -4.813 -1.602 -0.061
C -0.528 -3.515 -1.275 -0.340
P 0.739 -2.161 -1.242 0.996
C 1.192 -2.042 -3.003 -0.372
C 0.142 -2.069 -3.927 -0.094
C 0.382 -1.798 -5.265 -0.076
C 1.663 -1.476 -5.690 -0.072
C 2.708 -1.435 -4.778 -0.091
C 2.475 -1.711 -3.438 -0.152
C 2.071 -3.106 -0.396 -0.385
C 3.075 -3.820 -1.048 -0.096
C 4.014 -4.533 -0.314 -0.069
C 3.962 -4.545 1.072 -0.072
C 2.955 -3.850 1.728 -0.064
C 2.017 -3.137 0.997 -0.147
H -5.172 -2.370 -0.645 0.112
H -6.717 -2.502 1.303 0.111
H -5.929 -1.759 3.532 0.111
H -3.675 -0.836 3.797 0.104
H -2.295 2.377 1.355 0.084
H -2.927 4.337 2.689 0.115
H -2.940 4.206 5.157 0.107
H -2.348 2.082 6.279 0.106
H -1.730 0.113 4.955 0.104
H -1.837 -3.165 2.509 0.101
H -0.688 -4.769 3.956 0.108
H 1.202 -4.042 5.379 0.106
H 1.938 -1.672 5.320 0.110
H 0.767 -0.047 3.889 0.085
H -3.814 -4.174 -0.675 0.103
H -3.055 -6.455 -1.196 0.111
H -0.698 -6.858 -1.840 0.111
H 0.903 -4.998 -1.880 0.106
H -0.865 -2.303 -3.596 0.098
H -0.438 -1.822 -5.971 0.109
H 1.847 -1.236 -6.730 0.109
H 3.700 -1.148 -5.099 0.084
H 3.295 -1.644 -2.737 0.069
H 3.129 -3.835 -2.127 0.099
H 4.793 -5.079 -0.832 0.107
H 4.701 -5.096 1.639 0.105
H 2.903 -3.849 2.809 0.098
H 1.231 -2.601 1.515 0.066
Se 2.467 0.161 0.879 0.168
C 7.071 2.643 2.704 -0.048
C 5.590 2.917 2.634 -0.267
C 4.744 2.569 3.686 -0.036
C 3.371 2.697 3.563 -0.064
C 2.831 3.190 2.382 -0.303
C 3.663 3.617 1.359 -0.094
C 5.037 3.481 1.489 -0.038
S 1.087 2.982 2.098 0.421
O 0.923 2.978 0.626 -0.513
O 0.367 4.018 2.787 -0.275
O 0.826 1.616 2.595 -0.510
H 7.413 2.553 3.735 0.074
H 7.638 3.433 2.211 0.079
H 7.294 1.706 2.189 0.085
H 5.166 2.166 4.600 0.111
H 2.708 2.392 4.364 0.118
H 3.232 4.024 0.453 0.099
H 5.680 3.784 0.670 0.121
I 3.273 1.095 -1.272 0.343
I 4.579 1.897 -3.826 -0.150
C -0.808 4.533 -4.309 -0.180
Si 0.143 3.331 -3.198 0.386
C 0.685 1.903 -4.285 -0.200
C 1.548 4.311 -2.451 -0.194
C -1.091 2.714 -1.920 -0.333
Si -2.837 2.250 -2.404 0.408
C -2.795 1.066 -3.858 -0.177
C -3.768 1.538 -0.925 -0.182
C -3.853 3.767 -2.877 -0.179
H -0.095 5.047 -4.960 0.037
H -1.345 5.287 -3.729 0.032
H -1.525 4.006 -4.945 0.020
H 1.410 2.245 -5.028 0.021
H -0.168 1.467 -4.811 0.019
H 1.175 1.110 -3.712 -0.020
H 2.317 4.504 -3.203 0.022
H 2.018 3.779 -1.622 -0.046
H 1.187 5.267 -2.062 0.042
H -1.049 3.308 -0.996 0.001
H -1.966 0.358 -3.778 0.013
H -2.683 1.614 -4.799 0.033
H -3.714 0.479 -3.907 0.030
H -3.108 1.007 -0.233 -0.035
H -4.532 0.827 -1.251 0.038
H -4.261 2.329 -0.355 0.042
H -3.615 4.125 -3.880 0.016
H -3.696 4.592 -2.177 0.036
H -4.914 3.500 -2.855 0.034
```

***

Entry 3:
Formula: C3H4LiO3V
Source: the Open Molecules 2025 dataset
Level of theory: the ωB97M-V functional and the def2-TZVPD basis

Properties
Orbital gap (spin up / spin down): 7.86 / 7.57 eV
⟨S²⟩: 3.79
HOMO level (spin up / spin down): -12.7 / -12.4 eV
Net charge: +1
Energy relative to the best compared isomer or geometry (same formula, charge and spin): 30.8 kcal per mole
Spin multiplicity: 4

Geometry as XYZ:
```
12
Properties=species:S:1:pos:R:3:lowdin_charge:R:1
O -0.611 -0.985 0.562 0.088
C -1.507 -0.039 0.271 -0.711
C 0.760 -0.720 0.515 -0.221
O -2.704 -0.325 0.306 0.034
O -1.103 1.098 -0.171 -0.234
C 1.451 -0.799 -0.665 -0.025
H 1.219 -0.628 1.502 0.119
H 1.451 1.212 0.898 0.003
H 0.992 -1.248 -1.548 0.096
H 2.537 -0.686 -0.603 0.089
V 0.646 1.646 -0.673 0.895
Li -3.130 1.474 -0.394 0.866
```

***

Entry 4:
Formula: C24H41ClN6O4
Source: the Open Molecules 2025 dataset
Level of theory: the ωB97M-V functional and the def2-TZVPD basis

Properties
Structure (SMILES): NCOC(=O)OCC(=O)Cl.CCCC#N.CCCC#N.CCCC#N.CCCC#N.CCCC#N
Orbital gap: 10.11 eV
HOMO level: -10.6 eV
Net charge: 0
Spin multiplicity: 1

Geometry as XYZ:
```
76
Properties=species:S:1:pos:R:3:lowdin_charge:R:1
N 6.375 1.492 2.590 -0.005
C 6.863 2.893 2.233 -0.237
O 5.784 3.861 1.982 -0.068
C 4.921 4.055 3.160 -0.248
O 5.289 5.005 4.064 0.018
O 3.671 3.335 3.455 -0.046
C 2.837 3.144 2.258 -0.123
C 2.621 1.497 2.107 -0.532
O 3.323 0.875 1.120 -0.094
Cl 1.451 0.566 3.206 0.580
H 6.548 0.870 1.744 0.089
H 7.061 1.128 3.317 0.089
H 7.479 2.766 1.218 0.149
H 7.637 3.234 3.051 0.147
H 3.297 3.547 1.260 0.145
H 1.739 3.584 2.357 0.144
C -0.234 1.671 -1.769 -0.100
C 0.305 2.893 -2.501 -0.278
C 1.157 3.798 -1.612 -0.190
C 0.380 4.397 -0.520 -0.231
N -0.236 4.861 0.348 0.144
H -0.904 1.955 -0.952 0.074
H -0.802 1.039 -2.459 0.071
H 0.582 1.071 -1.353 0.077
H -0.534 3.458 -2.925 0.113
H 0.918 2.552 -3.344 0.089
H 1.579 4.601 -2.228 0.118
H 2.001 3.233 -1.203 0.114
C -0.575 3.247 -8.605 -0.112
C -0.638 3.930 -7.245 -0.266
C 0.430 3.431 -6.271 -0.190
C 0.251 2.015 -5.927 -0.197
N 0.112 0.893 -5.663 0.190
H -0.764 2.172 -8.523 0.074
H -1.333 3.667 -9.273 0.074
H 0.406 3.390 -9.070 0.077
H -1.637 3.788 -6.816 0.115
H -0.503 5.009 -7.390 0.111
H 0.378 4.028 -5.354 0.105
H 1.427 3.588 -6.698 0.126
C -4.291 -0.989 4.422 -0.106
C -2.986 -1.771 4.332 -0.273
C -1.912 -1.055 3.513 -0.216
C -2.294 -0.907 2.103 -0.229
N -2.603 -0.784 0.991 0.141
H -4.747 -0.855 3.436 0.074
H -5.009 -1.526 5.049 0.062
H -4.126 -0.001 4.863 0.079
H -3.188 -2.762 3.909 0.105
H -2.604 -1.929 5.348 0.110
H -0.982 -1.633 3.570 0.107
H -1.704 -0.072 3.948 0.111
C 0.653 -1.692 -4.398 -0.152
C 0.733 -3.212 -4.327 -0.269
C 1.857 -3.713 -3.420 -0.202
C 3.186 -3.346 -3.926 -0.232
N 4.234 -3.047 -4.325 0.133
H 1.562 -1.263 -4.831 0.063
H -0.190 -1.389 -5.028 0.043
H 0.508 -1.260 -3.403 0.068
H 0.856 -3.614 -5.340 0.113
H -0.222 -3.593 -3.945 0.109
H 1.793 -4.805 -3.350 0.115
H 1.722 -3.320 -2.406 0.120
C -5.164 -5.864 4.573 -0.113
C -4.205 -5.977 5.751 -0.271
C -4.900 -5.847 7.107 -0.198
C -5.492 -4.518 7.303 -0.227
N -5.967 -3.469 7.452 0.142
H -5.643 -4.880 4.539 0.070
H -4.623 -6.003 3.632 0.074
H -5.947 -6.627 4.631 0.077
H -3.421 -5.217 5.653 0.105
H -3.709 -6.955 5.704 0.110
H -4.165 -6.028 7.899 0.118
H -5.672 -6.618 7.206 0.122
```

***

Entry 5:
Formula: C5H4N
Source: the Open Molecules 2025 dataset
Level of theory: the ωB97M-V functional and the def2-TZVPD basis

Properties
Orbital gap (spin up / spin down): 7.43 / 7.43 eV
HOMO level (spin up / spin down): -14.3 / -14.3 eV
Net charge: +1
Energy relative to the best compared isomer or geometry (same formula, charge and spin): 98.5 kcal per mole
Spin multiplicity: 1

Geometry as XYZ:
```
10
Properties=species:S:1:pos:R:3:lowdin_charge:R:1
C 1.912 0.683 -0.125 0.175
C 1.336 -0.421 0.205 -0.005
C -0.536 1.158 -0.096 0.064
C 0.812 1.478 -0.017 0.152
C -0.674 -0.416 0.229 -0.138
N 0.396 -1.170 -0.270 0.078
H -1.419 1.730 -0.117 0.104
H -0.634 -0.419 1.414 0.192
H -1.629 -0.679 -0.260 0.159
H 0.436 -1.943 -0.962 0.220
```

***

Look up the net charge of the fifth one. +1